The following is a DFT calculation (ωB97M-V/def2-TZVPD) of a 6-piece molecular cluster, C33H40N5O3 overall in a non-equilibrium geometry.

CARTESIAN COORDINATES (ANGSTROEM)
C: 1.2191 -6.8872 2.3562
O: 2.3031 -6.6014 1.4032
C: 1.8948 -5.6363 0.3659
C: 2.5837 -4.1762 0.6743
C: 1.5168 -2.9212 0.7480
C: 0.5510 -3.1255 2.0578
C: -1.0583 -3.0795 1.7482
C: -1.5444 -3.9603 0.4541
C: -1.9785 -5.5060 0.7867
O: -1.9041 -6.3857 -0.2509
O: -2.3889 -6.0394 2.0976
H: 0.3023 -6.1641 2.2524
H: 1.5693 -6.8137 3.4948
H: 0.7717 -7.9894 2.2563
H: 2.3860 -6.0232 -0.6508
H: 0.7389 -5.5962 0.1609
H: 3.0526 -4.2619 1.7681
H: 3.4776 -3.9909 -0.0922
H: 2.1759 -1.9514 0.9727
H: 0.9564 -2.6982 -0.2552
H: 0.7679 -2.2355 2.8233
H: 0.9117 -4.1041 2.6232
H: -1.5987 -3.5244 2.7150
H: -1.4011 -1.9450 1.6906
H: -2.5179 -3.4188 0.0304
H: -0.7841 -3.9982 -0.4365
N: 1.6744 -0.4920 4.1321
C: 1.2166 0.6223 3.5204
C: 1.7914 1.8744 3.6691
C: 2.9014 1.9948 4.4985
C: 3.3951 0.8656 5.1438
C: 2.7545 -0.3442 4.9297
H: 0.3467 0.4775 2.8864
H: 1.3832 2.7349 3.1512
H: 3.3781 2.9603 4.6407
H: 4.2581 0.9263 5.7971
H: 3.1041 -1.2549 5.4079
N: 1.0175 3.9338 1.1402
C: 2.2866 3.6139 0.8049
C: 2.7329 3.5000 -0.5020
C: 1.8231 3.7234 -1.5300
C: 0.5084 4.0527 -1.2165
C: 0.1575 4.1466 0.1207
H: 2.9577 3.4460 1.6421
H: 3.7647 3.2429 -0.7132
H: 2.1358 3.6420 -2.5670
H: -0.2248 4.2323 -1.9945
H: -0.8556 4.4044 0.4165
N: -1.6123 5.3353 -3.2471
C: -2.6715 5.9194 -2.6453
C: -3.6468 6.6324 -3.3239
C: -3.5291 6.7589 -4.7040
C: -2.4482 6.1701 -5.3522
C: -1.5258 5.4737 -4.5879
H: -2.7172 5.7953 -1.5672
H: -4.4777 7.0785 -2.7894
H: -4.2734 7.3116 -5.2698
H: -2.3276 6.2509 -6.4266
H: -0.6668 4.9933 -5.0479
N: -2.3690 0.4413 1.3236
C: -3.2597 0.4222 0.3079
C: -4.4801 1.0779 0.3408
C: -4.8115 1.7945 1.4858
C: -3.9157 1.8314 2.5494
C: -2.7179 1.1468 2.4214
H: -2.9567 -0.1531 -0.5620
H: -5.1558 1.0305 -0.5056
H: -5.7599 2.3202 1.5488
H: -4.1446 2.3804 3.4557
H: -1.9841 1.1482 3.2225
N: 1.2177 -1.9048 -2.6984
C: 1.7444 -0.6719 -2.8648
C: 2.0364 -0.1191 -4.1015
C: 1.7769 -0.8766 -5.2388
C: 1.2363 -2.1508 -5.0997
C: 0.9750 -2.6158 -3.8209
H: 1.9319 -0.1215 -1.9474
H: 2.4563 0.8776 -4.1761
H: 1.9938 -0.4773 -6.2253
H: 1.0231 -2.7663 -5.9663
H: 0.5496 -3.6025 -3.6603

Net charge = -1
E_tot = -48457.7767 eV
2S+1 = 1
HOMO-LUMO gap = 5.467 eV

Results of the Löwdin charge analysis, in e, for atoms 1 through 8: atom 1 (C): -0.131, atom 2 (O): -0.267, atom 3 (C): -0.207, atom 4 (C): -0.181, atom 5 (C): -0.217, atom 6 (C): -0.205, atom 7 (C): -0.201, atom 8 (C): -0.150

The following is a DFT calculation (ωB97M-V/def2-TZVPD) of C33H40NO5P2SV as an isolated structure in a non-equilibrium geometry.

CARTESIAN COORDINATES (ANGSTROEM)
V: 0.9218 0.8360 1.3761
O: 1.6473 1.7559 3.8285
N: 0.8193 0.7738 3.2808
C: 0.2688 0.0919 4.2188
C: -0.5695 -1.0786 4.0925
C: -0.9778 -1.6766 5.2948
C: -1.6899 -2.8558 5.3062
C: -2.0166 -3.4849 4.1111
C: -1.6485 -2.8966 2.9142
C: -0.9420 -1.6953 2.8852
P: -0.4811 -1.0080 1.2618
C: -2.0873 -0.8307 0.4090
C: -2.1037 -0.6886 -0.9805
C: -3.2999 -0.4992 -1.6551
C: -4.4946 -0.4529 -0.9502
C: -4.4873 -0.5862 0.4301
C: -3.2911 -0.7716 1.1082
C: 0.2631 -2.4863 0.4778
C: 1.5720 -2.7933 0.8507
C: 2.2066 -3.9053 0.3214
C: 1.5371 -4.7262 -0.5751
C: 0.2299 -4.4382 -0.9353
C: -0.4103 -3.3249 -0.4094
H: 2.0762 2.1810 3.0567
H: 0.5197 0.3933 5.2329
H: -0.7181 -1.2036 6.2343
H: -1.9861 -3.2917 6.2506
H: -2.5529 -4.4241 4.1166
H: -1.9085 -3.3733 1.9774
H: -1.1765 -0.7481 -1.5376
H: -3.3010 -0.3935 -2.7329
H: -5.4307 -0.3251 -1.4772
H: -5.4166 -0.5440 0.9830
H: -3.2925 -0.8703 2.1857
H: 2.0977 -2.1437 1.5345
H: 3.2291 -4.1250 0.5996
H: 2.0345 -5.5912 -0.9937
H: -0.2949 -5.0780 -1.6329
H: -1.4316 -3.1105 -0.6949
C: 4.9295 1.4604 1.9117
S: 3.4131 1.2813 0.9891
O: 3.7443 1.3434 -0.4008
O: 2.8027 0.0105 1.4545
O: 2.4928 2.3782 1.4146
H: 5.7021 0.9212 1.3708
H: 4.7936 1.0440 2.9067
H: 5.1610 2.5217 1.9577
C: 1.3862 0.1334 -7.0624
C: 1.1063 0.3302 -5.6051
C: 1.7050 -0.4696 -4.6413
C: 1.4819 -0.2866 -3.2863
C: 2.1324 -1.2205 -2.3191
C: 0.6317 0.7792 -2.8761
C: 0.4159 1.1485 -1.5092
O: 1.0009 0.7483 -0.4816
C: -0.0326 1.5645 -3.8584
C: -0.9893 2.6727 -3.4954
C: 0.2239 1.3301 -5.1902
H: 1.9505 -0.7799 -7.2380
H: 1.9644 0.9760 -7.4462
H: 0.4579 0.0850 -7.6322
H: 2.3679 -1.2672 -4.9539
H: 2.6183 -2.0408 -2.8445
H: 1.4180 -1.6302 -1.6039
H: 2.8831 -0.6848 -1.7466
H: -0.3636 1.8979 -1.3572
H: -0.4583 3.5078 -3.0340
H: -1.7686 2.3352 -2.8095
H: -1.4732 3.0479 -4.3941
H: -0.2679 1.9391 -5.9396
C: -2.4538 2.4171 1.5502
P: -0.6428 2.6643 1.4476
C: -0.5215 3.9411 0.1295
C: -0.3660 3.7351 2.9083
H: -2.9628 3.3768 1.6519
H: -2.6794 1.7912 2.4139
H: -2.8114 1.9090 0.6545
H: -0.8148 4.9075 0.5378
H: -1.1811 3.6996 -0.7033
H: 0.5094 4.0006 -0.2224
H: -1.0934 4.5472 2.9015
H: 0.6388 4.1529 2.8549
H: -0.4653 3.1701 3.8323

Net charge = +1
E_tot = -101693.5588 eV
ΔE to the lowest compared entry with this formula, charge and spin = 19.1 kcal per mole
2S+1 = 2
HOMO-LUMO gap (spin up / spin down) = 6.625 / 5.901 eV
⟨S²⟩ = 0.7614

Results of the Löwdin charge analysis, in e, for atoms 1 through 8: atom 1 (V): 0.395, atom 2 (O): -0.041, atom 3 (N): -0.180, atom 4 (C): -0.036, atom 5 (C): -0.182, atom 6 (C): -0.021, atom 7 (C): -0.052, atom 8 (C): -0.039

Q: The highest 2S+1 belongs to which entry?
A: C33H40NO5P2SV

Q: The highest net charge belongs to which entry?
A: C33H40NO5P2SV

Q: Look up the E_tot of the second one.
A: -101693.5588 eV